# C4H8ClNS

A 2-piece molecular cluster, C4H8ClNS overall at a distorted geometry (ωB97M-V/def2-TZVPD, the Open Molecules 2025 dataset).

- Gap between HOMO and LUMO: 9.322 eV
- Total energy: -1070.271030 a.u.
- Energy above the lowest of the compared OMol25 structures with the same formula, charge and spin: 1.452 eV
- SMILES: CC(C)S.N#CCl

```
! wB97M-V def2-TZVPD RIJCOSX def2/J DEFGRID3
* xyz 0 1
C 0.37 0.22 -0.89
C 0.18 -0.20 0.58
C 1.49 -0.67 1.27
S -0.26 1.36 1.37
H -0.53 0.61 -1.10
H 1.27 0.89 -1.11
H 0.62 -0.68 -1.54
H -0.66 -0.89 0.79
H 1.65 -1.68 0.89
H 1.51 -0.65 2.34
H 2.23 0.06 0.76
H 0.89 1.92 0.74
N -2.39 -0.60 -2.45
C -2.88 -0.10 -1.53
Cl -3.49 0.41 -0.10
*
```

Taken from the Mulliken analysis, the atomic charges in e are: -1.129, 0.000, -1.053, -0.181, 0.323, 0.387, 0.298, 0.308, 0.319, 0.325, 0.245, 0.125, -0.369, 0.439, -0.037